Below is an isolated molecule of C16H15ClN8O2 in a non-equilibrium geometry, with properties calculated with ωB97M-V/def2-TZVPD.

Geometry (Å):
N  2.43264  -3.26186  0.17859
O  0.73859  1.05879  -2.87047
Cl  -2.50517  3.87124  -0.88822
C  2.34010  -2.13865  0.45165
N  -1.12273  -3.84909  0.61322
N  -0.95946  -2.71577  0.03598
N  -2.23075  -3.88167  1.36157
N  1.62395  3.23317  1.75772
O  1.44201  2.56205  -0.86607
C  0.97020  -0.04016  -2.42321
C  -2.71033  -2.66301  1.30900
C  1.99863  2.00695  1.48841
C  2.16434  0.25264  -0.24471
C  2.20546  -0.74126  0.73552
C  -2.91834  1.63376  0.68831
C  -2.72070  0.27478  0.96815
C  -2.02685  1.26545  -1.53230
C  -2.47513  2.16052  -0.54887
C  -2.22726  -0.59800  0.01923
C  -1.90016  -0.11643  -1.26991
N  1.93139  1.60564  0.12839
N  -1.98391  -1.92410  0.42789
N  0.07615  -1.06713  -2.24963
C  2.32756  -0.13354  -1.74777
C  -1.35759  -0.94087  -2.40418
C  2.42599  1.05593  2.57594
C  1.95161  -0.36549  2.21259
H  1.29766  3.74034  0.95024
H  1.11204  2.10238  -1.65655
H  -3.53972  -2.33093  1.93307
H  -3.36296  2.27967  1.47639
H  -2.86737  -0.10045  1.99373
H  -1.79953  1.63750  -2.52673
H  0.41973  -1.87103  -1.71679
H  3.04024  0.57713  -2.16825
H  2.77101  -1.12066  -1.88030
H  -1.82067  -1.89281  -2.33353
H  -1.62331  -0.48808  -3.38293
H  3.50976  1.10551  2.59525
H  2.06697  1.33912  3.56445
H  0.86117  -0.43672  2.35709
H  2.44473  -1.08487  2.88803

The spin multiplicity is 1. The SMILES is [H]/N=C1/CCC(C#N)=C(CC(=O)NCc2cc(Cl)ccc2-n2cnnn2)N1O. The energy above the lowest of the compared OMol25 structures with the same formula, charge and spin comes out at 0.0 kJ/mol. The calculated total energy comes out at -1667.3234 hartree.

Atomic partial charges in e from the Mulliken method, atoms 1 to 5: atom 1 (N): -0.575, atom 2 (O): -0.691, atom 3 (Cl): -0.219, atom 4 (C): -0.442, atom 5 (N): -0.635

Below is a structure of composition C20H43N2OP3Yb in a non-equilibrium geometry, with properties calculated with ωB97M-V/def2-TZVPD.

Geometry (Å):
Yb  -0.04770  -0.52167  -1.61264
P  0.54499  -3.52508  -1.69150
P  2.65754  -0.18436  -0.55421
P  -2.94096  0.02449  -1.40684
H  2.02435  4.40489  -1.16277
C  0.93243  4.35416  -1.09714
C  0.28434  4.21208  0.06920
H  0.81632  4.04495  1.01427
C  1.21302  -2.57460  -3.06169
C  1.70999  -4.79545  -1.21728
C  -0.97561  -4.30509  -2.22798
C  2.79191  1.44948  0.27181
C  3.15954  -1.29140  0.83231
C  4.21554  -0.18657  -1.52316
C  -3.05654  1.75963  -0.80314
C  -4.40345  -0.67339  -0.54581
C  -3.67438  0.25102  -3.07536
H  0.38518  4.47697  -2.03637
H  -0.80870  4.28722  0.12332
H  1.67674  -3.31526  -3.73292
H  2.00985  -1.86226  -2.77641
H  0.42849  -2.06420  -3.65315
H  1.75717  -5.53296  -2.03308
H  1.38573  -5.30385  -0.29809
H  2.71230  -4.37507  -1.05526
H  -0.71708  -5.20789  -2.80026
H  -1.55544  -3.61800  -2.85923
H  -1.57888  -4.58709  -1.35425
H  3.83438  1.79490  0.24730
H  2.46845  1.37408  1.31822
H  2.15652  2.19445  -0.22782
H  4.24608  -1.23462  0.98526
H  2.89110  -2.32886  0.58705
H  2.64688  -1.01611  1.76424
H  5.08323  -0.21758  -0.85062
H  4.26065  0.71696  -2.14568
H  4.23741  -1.06540  -2.18204
H  -3.77929  2.32544  -1.40732
H  -2.07294  2.24528  -0.86698
H  -3.38693  1.75114  0.24408
H  -5.31888  -0.49051  -1.12363
H  -4.49800  -0.22804  0.45237
H  -4.25383  -1.75564  -0.44097
H  -4.72685  0.54332  -2.96483
H  -3.61293  -0.70284  -3.61617
H  -3.12616  1.01383  -3.64205
C  -0.19237  1.65091  -3.96569
C  0.43262  0.78628  -4.91868
C  0.13682  0.90396  -6.27067
C  -0.65393  1.96527  -6.73431
C  -1.16424  2.89912  -5.82273
C  -0.94431  2.75984  -4.45535
O  -0.15708  1.36259  -2.68063
H  0.22662  -2.70859  -0.55908
H  1.11608  0.01074  -4.55430
H  0.54939  0.17918  -6.97821
H  -0.86708  2.06616  -7.80391
H  -1.74986  3.74361  -6.19145
H  -1.37603  3.45062  -3.73037
C  -1.37920  0.84109  3.74933
N  -0.30146  0.08406  3.09737
C  0.60048  -0.71810  3.93969
C  -0.28532  -0.04600  1.80590
N  -0.24586  -0.18628  0.63187
H  -1.18764  0.81490  4.82455
H  -2.36202  0.39088  3.53943
H  -1.38597  1.88281  3.39583
H  0.47103  -1.79413  3.74545
H  1.65034  -0.45064  3.74813
H  0.35041  -0.49969  4.97970

The spin multiplicity is 2. The expectation value of S² is 0.7510. As for the charge: +3. The calculated total energy comes out at -3154.3744 hartree.

Atomic partial charges in e from the Mulliken method, atoms 1 to 5: atom 1 (Yb): -0.006, atom 2 (P): 0.707, atom 3 (P): 1.160, atom 4 (P): 0.957, atom 5 (H): 0.344

Below is an isolated molecule of C21H33N5O3, with properties calculated with ωB97M-V/def2-TZVPD.

Geometry (Å):
C  -3.07105  0.19020  -1.93250
O  -2.15465  -0.54321  -1.14912
C  -1.92076  0.02620  0.11244
C  -0.87971  -0.83608  0.81810
C  -0.54711  -0.27939  2.20168
N  0.21400  0.94991  2.08875
C  -0.39710  2.14906  2.34101
O  -1.52149  2.19103  2.81442
C  0.39393  3.39740  2.02009
C  0.67645  3.79473  0.54762
C  0.62833  5.26415  1.01049
C  -0.20437  4.81199  2.22252
C  -1.73830  5.01546  2.15639
C  -1.73832  5.26312  3.67978
C  -0.20802  5.47483  3.60961
C  1.46279  0.75778  1.37512
C  1.19690  0.23031  -0.02572
N  0.34694  -0.95694  0.02721
C  0.54108  -1.90005  -0.94501
O  1.48596  -1.83656  -1.71399
C  -0.41940  -3.08346  -1.00075
C  -0.41047  -3.75290  -2.33020
N  -1.40994  -3.68799  -3.16956
N  -1.06794  -4.41858  -4.27836
C  0.12261  -4.89838  -4.06330
N  0.59278  -4.51513  -2.84535
C  1.88487  -4.85757  -2.24791
C  3.02313  -4.35854  -3.12526
C  1.96263  -6.35552  -1.98164
H  -3.17409  -0.33568  -2.87819
H  -4.04846  0.25283  -1.44199
H  -2.70361  1.20633  -2.11662
H  -1.56924  1.06270  0.01124
H  -2.83780  0.05326  0.71536
H  -1.29629  -1.83158  0.96039
H  -1.45720  -0.07375  2.75900
H  0.05088  -1.01300  2.74916
H  1.34512  3.35879  2.56273
H  1.58844  3.43202  0.07493
H  -0.17652  3.55212  -0.08907
H  1.61865  5.61515  1.30870
H  0.17042  5.99574  0.34544
H  -1.95814  5.92977  1.59998
H  -2.35314  4.20151  1.78336
H  -2.33797  6.09283  4.05068
H  -1.99626  4.35530  4.22043
H  0.40505  5.00239  4.37897
H  0.06219  6.53081  3.54405
H  2.02612  1.68412  1.32686
H  2.06352  0.02961  1.92955
H  0.71930  1.00889  -0.63166
H  2.12395  -0.04863  -0.51882
H  -0.15269  -3.78095  -0.19958
H  -1.44476  -2.76276  -0.84500
H  0.67693  -5.51861  -4.74794
H  1.92236  -4.31795  -1.30261
H  3.97962  -4.56118  -2.64222
H  3.02089  -4.86722  -4.09135
H  2.92741  -3.28649  -3.28407
H  2.89829  -6.59708  -1.47668
H  1.13373  -6.68666  -1.35550
H  1.92952  -6.91848  -2.91611

The spin multiplicity is 1. The SMILES is COC[C@@H]1CN(C(=O)[C@H]2CCC23CCC3)CCN1C(=O)Cc1nncn1C(C)C. The energy above the lowest of the compared OMol25 structures with the same formula, charge and spin comes out at 18.1 kJ/mol. The calculated total energy comes out at -1319.4818 hartree.

Atomic partial charges in e from the Mulliken method, atoms 1 to 5: atom 1 (C): -0.892, atom 2 (O): -0.155, atom 3 (C): -0.519, atom 4 (C): -0.139, atom 5 (C): -1.975

Question: What is the formula in the third record?
Answer: C21H33N5O3

Question: calculated total energy of number 1 (C16H15ClN8O2)?
Answer: -1667.3234 hartree

Question: Which of these has the lowest calculated total energy?
Answer: C20H43N2OP3Yb

Question: The lowest calculated total energy belongs to which entry?
Answer: C20H43N2OP3Yb